No. 1
This record from the OMol25 dataset describes a cluster of 16 separate species, C17H37Cl30OP in total in a non-equilibrium geometry. The level of theory is ωB97M-V with the def2-TZVPD basis set.

HOMO = -8.0853 eV
E_LUMO = 0.17 eV
frontier orbital gap = 8.26 eV

Geometry as XYZ:
```
86
Properties=species:S:1:pos:R:3:forces:R:3
C 5.83434 -0.05494 0.93841 1.30 0.44 0.49
O 4.52368 0.18469 1.57228 0.64 -0.46 -2.26
C 3.45229 0.36866 0.57971 -0.94 0.79 -0.30
P 1.84678 -0.35114 1.41477 1.61 -0.29 0.29
H 6.07532 -1.19483 0.74265 -0.81 2.18 0.33
H 6.00102 0.56475 -0.04638 -0.59 -1.24 1.92
H 6.64774 0.32857 1.72324 -1.79 -0.83 -1.70
H 3.61942 -0.18460 -0.43918 -0.06 1.37 2.34
H 3.27522 1.51760 0.43020 0.51 -2.10 0.05
H 1.32124 -1.37881 0.52967 0.24 1.44 0.08
H 0.88014 0.69458 1.64701 0.55 -0.47 -1.16
C -1.85742 2.82234 1.42825 -0.37 0.16 0.15
Cl -0.38691 3.57167 0.79496 -0.23 -0.07 0.03
Cl -1.47559 1.40358 2.41139 -0.29 0.11 0.05
H -2.39009 3.54994 2.04540 0.23 -0.18 -0.12
H -2.48931 2.51557 0.59123 0.36 0.04 0.42
C -1.77784 -2.55871 1.73360 0.08 -0.18 -0.27
Cl -0.43512 -1.65754 2.44771 -0.56 -0.71 0.36
Cl -3.27478 -2.28999 2.63480 -0.15 -0.04 -0.04
H -1.91948 -2.22795 0.70183 0.00 0.05 0.31
H -1.53932 -3.62493 1.74981 -0.06 0.30 0.14
C 9.43932 2.11196 0.78769 -0.12 0.14 0.03
Cl 8.36242 1.89824 -0.59779 0.00 0.13 -0.14
Cl 10.32604 0.62361 1.13951 0.04 -0.03 0.01
H 10.15416 2.90736 0.56329 -0.33 -0.42 -0.10
H 8.84413 2.38661 1.66194 0.19 -0.30 -0.40
C 3.06944 3.76214 -1.99932 -0.15 -0.02 -0.32
Cl 2.21899 4.49535 -0.63401 0.15 0.10 -0.18
Cl 4.67088 3.18906 -1.51747 0.08 0.01 -0.14
H 2.48531 2.91608 -2.36945 0.15 0.16 0.23
H 3.18146 4.50746 -2.79049 0.03 -0.12 0.29
C -5.86068 -5.21571 3.08235 0.21 0.33 0.22
Cl -6.93758 -5.42943 1.69688 -0.08 0.10 -0.04
Cl -4.97396 -6.70405 3.43418 -0.17 0.38 0.01
H -5.14584 -4.42030 2.85796 -0.19 -0.27 -0.04
H -6.45587 -4.94106 3.95661 0.09 -0.20 -0.26
C -3.56194 4.90816 -1.63849 -0.04 0.25 -0.13
Cl -2.91275 3.26398 -1.62506 -0.16 -0.05 -0.59
Cl -3.88310 5.47854 0.00369 -0.05 0.09 0.07
H -2.83520 5.57376 -2.11053 -0.22 -0.45 0.44
H -4.49489 4.91771 -2.20726 0.32 -0.07 0.33
C -5.33389 -10.30913 5.44640 0.07 -0.34 0.21
Cl -4.21515 -9.50500 4.33882 0.15 -0.51 0.08
Cl -6.50203 -9.16243 6.11407 -0.09 -0.06 0.07
H -5.87219 -11.08992 4.90363 0.20 0.56 0.25
H -4.76463 -10.75478 6.26575 -0.09 0.28 -0.17
C -0.77708 7.17435 -4.22548 0.22 0.45 -0.16
Cl -2.50684 6.92625 -3.95848 0.04 0.36 -0.37
Cl 0.13785 5.70252 -3.87642 0.08 -0.01 -0.03
H -0.61483 7.45504 -5.26899 -0.11 -0.21 0.31
H -0.42699 7.97492 -3.56934 -0.14 -0.31 -0.06
C -6.48331 3.27769 -4.22614 0.11 0.11 0.12
Cl -5.58825 4.78922 -4.42385 0.06 0.08 -0.27
Cl -8.10899 3.40731 -4.90848 -0.03 -0.15 0.03
H -5.94543 2.47613 -4.73819 -0.11 0.30 0.07
H -6.56191 3.04744 -3.16087 -0.02 0.55 -0.72
C -7.66138 0.04190 -3.32417 -0.08 -0.27 -0.32
Cl -9.32052 -0.02148 -2.71741 0.09 -0.04 -0.13
Cl -6.64355 1.05025 -2.28857 0.10 -0.91 0.59
H -7.25214 -0.97101 -3.34744 -0.10 0.29 0.16
H -7.66735 0.46071 -4.33341 -0.08 0.02 0.30
C 1.53698 5.92862 -7.43091 0.00 -0.45 -0.05
Cl 0.53387 7.37116 -7.62530 -0.09 -0.02 -0.12
Cl 3.11220 6.33766 -6.74054 -0.03 -0.11 0.00
H 1.02758 5.22821 -6.76462 0.13 0.30 -0.07
H 1.68676 5.46494 -8.40895 0.00 0.27 0.22
C 4.03066 -3.12994 -1.30917 0.16 -0.42 0.01
Cl 3.71651 -2.97018 0.42309 0.09 -0.28 -0.04
Cl 3.65554 -1.62905 -2.16463 0.03 -0.31 -0.59
H 5.08604 -3.37041 -1.45865 -0.26 0.19 0.06
H 3.40864 -3.93347 -1.71097 0.08 0.31 0.12
C 10.63829 4.91109 2.91581 0.21 0.37 0.12
Cl 11.58100 3.47966 2.48309 0.39 0.25 0.35
Cl 8.90381 4.58688 2.80770 -0.08 0.40 0.21
H 10.88272 5.20168 3.94041 -0.12 -0.20 -0.25
H 10.89158 5.72425 2.23126 -0.12 -0.29 0.10
C -7.26889 -11.87943 1.77802 -0.40 0.09 -0.18
Cl -6.28218 -12.45020 3.12915 -0.16 -0.37 -0.25
Cl -6.25774 -11.22526 0.48386 -0.13 -0.01 0.02
H -7.85238 -12.71571 1.38538 0.28 0.16 0.11
H -7.94142 -11.09557 2.13476 0.30 -0.15 -0.05
C 3.16000 -1.90942 4.69642 0.25 0.34 -0.20
Cl 2.66581 -3.50219 4.11008 0.05 0.00 -0.13
Cl 2.56978 -1.62488 6.33834 0.03 0.07 0.08
H 4.25125 -1.85294 4.69586 -0.31 -0.12 0.07
H 2.75054 -1.14341 4.03343 0.00 -0.28 0.10
```
Positions in Å, forces in eV/Å.

***

No. 2
This record from the OMol25 dataset describes a structure of composition C30H41Cl3CrN6O10P2S3. The level of theory is ωB97M-V with the def2-TZVPD basis set.

energy relative to the best compared isomer or geometry (same formula, charge and spin) = 3.143 eV
HOMO (alpha / beta) = -10.7216 / -10.7409 eV
E_LUMO (alpha / beta) = -2.83 / -2.58 eV
frontier orbital gap (alpha / beta) = 7.89 / 8.16 eV
net charge = +1
multiplicity = 4
⟨S²⟩ = 3.7710

Geometry as XYZ:
```
96
Properties=species:S:1:pos:R:3:forces:R:3
Cr -0.02628 0.03110 0.38711 -0.03 0.03 0.12
O 1.37707 -1.47514 0.44370 -0.01 0.00 -0.02
S 2.03446 -1.33183 1.78299 0.00 0.01 -0.01
O 1.86479 -2.46052 2.63744 0.01 0.00 0.00
O 0.46008 -0.10427 2.29526 -0.02 0.03 -0.04
C -0.27313 -0.61909 3.33146 0.01 -0.01 0.01
C -0.06857 -0.06689 4.58840 0.00 -0.01 0.02
C -0.72270 -0.58061 5.69667 0.00 0.01 -0.01
C -1.58234 -1.66070 5.56355 0.00 0.00 0.00
C -1.79909 -2.20394 4.30826 -0.01 -0.01 0.00
C -1.15196 -1.69626 3.18693 0.02 0.01 -0.03
S -1.72284 -2.45134 1.65040 -0.03 0.03 0.04
O -0.71258 -3.34083 1.10192 0.02 -0.01 0.00
O -1.65684 -0.98914 0.84711 0.08 0.00 -0.09
O -2.54704 -1.12164 -0.31019 -0.04 0.00 0.01
H 0.61580 0.76675 4.67854 0.00 0.00 0.00
H -0.55709 -0.13448 6.66806 0.00 0.00 0.00
H -2.09267 -2.06585 6.42603 0.00 0.00 0.00
H -2.49381 -3.02783 4.18591 0.00 0.00 0.00
C -0.69258 0.81147 -4.32030 0.01 0.00 0.00
N 0.20446 -0.30183 -4.02205 -0.02 -0.01 -0.01
C 0.76079 -0.96465 -5.19740 0.00 0.00 0.00
P 0.68548 -0.67519 -2.52324 0.02 0.01 0.01
O -0.26562 -0.01551 -1.56206 0.00 -0.03 -0.03
O 2.15730 -0.05780 -2.21317 -0.01 -0.01 0.01
P 2.52258 1.11849 -1.16576 0.02 0.04 -0.03
O 1.56873 1.18992 -0.00851 0.02 -0.03 0.04
N 2.48927 2.55959 -1.92494 -0.02 -0.04 -0.02
C 3.44205 2.83026 -2.99723 0.00 0.01 0.01
C 1.24614 3.32699 -2.01088 0.01 0.01 0.01
N 4.04118 0.73050 -0.76193 0.00 -0.01 0.00
C 4.67395 1.51905 0.29736 0.00 0.00 0.00
C 4.93997 -0.16175 -1.48503 0.00 0.01 0.00
N 0.90650 -2.26377 -2.42338 -0.01 0.00 0.02
C 2.09809 -2.99069 -2.00164 0.00 0.01 -0.02
C -0.32219 -3.07722 -2.46367 0.00 0.00 0.01
H -1.52127 0.44989 -4.93115 0.00 0.00 -0.01
H -0.16690 1.59224 -4.87673 0.00 0.00 0.00
H -1.09795 1.22680 -3.40213 0.00 0.00 0.01
H -0.05057 -1.31917 -5.83508 0.00 0.00 0.00
H 1.36566 -1.81815 -4.90074 0.00 0.00 0.00
H 1.38055 -0.27349 -5.77320 0.00 0.00 0.00
H 4.37749 2.30349 -2.81613 0.00 0.00 0.00
H 3.65305 3.89906 -3.02502 0.00 0.00 0.00
H 3.04967 2.52719 -3.97294 0.00 0.00 0.00
H 0.61126 3.10418 -1.15704 -0.01 0.00 -0.01
H 0.70258 3.10299 -2.93402 0.00 0.00 0.00
H 1.48861 4.38982 -2.00268 0.00 0.00 0.00
H 3.92552 2.09122 0.84242 0.00 0.00 0.00
H 5.41406 2.20688 -0.11855 0.00 0.00 0.00
H 5.16948 0.84808 1.00001 0.00 0.00 0.00
H 4.44000 -0.60622 -2.33979 0.00 0.00 0.01
H 5.28839 -0.95780 -0.82423 0.00 0.00 0.00
H 5.81040 0.39413 -1.84242 0.00 0.00 0.00
H 2.94532 -2.31875 -1.90757 0.00 0.00 0.01
H 2.33249 -3.75426 -2.74586 0.00 0.00 0.00
H 1.91734 -3.46930 -1.03931 0.00 0.00 0.00
H -1.19251 -2.44859 -2.65006 0.00 0.00 0.00
H -0.46815 -3.55462 -1.49365 0.00 0.00 0.00
H -0.24136 -3.83169 -3.24757 0.00 0.00 0.00
Cl -4.39300 1.22947 5.94352 0.00 0.00 0.00
C -4.67736 1.42743 4.24430 0.01 0.00 0.00
C -4.17064 0.49975 3.35182 0.00 0.01 -0.01
C -4.40157 0.67740 1.99725 0.01 0.01 0.00
C -5.11943 1.77091 1.51660 -0.01 -0.02 -0.03
C -5.20886 1.94969 0.01756 0.00 0.00 0.04
C -4.31191 3.11580 -0.44273 0.01 0.02 0.02
N -2.95524 2.86336 0.03384 -0.01 -0.03 -0.02
C -2.32540 3.45774 1.10509 0.02 0.03 -0.02
C -1.21852 2.71365 1.36215 -0.02 -0.03 0.04
N -1.18948 1.66197 0.47282 -0.01 0.02 -0.06
C -2.24910 1.78118 -0.30858 0.02 -0.03 0.03
O -6.53334 2.13953 -0.43332 0.00 0.02 0.00
C -6.85096 1.35711 -1.58231 -0.01 -0.01 0.01
C -6.10028 1.81600 -2.79819 0.00 -0.01 -0.03
C -5.00994 1.20806 -3.34437 -0.02 -0.02 -0.01
Cl -4.25048 -0.24496 -2.82254 0.01 0.01 -0.01
S -4.34924 2.08093 -4.66732 0.02 0.01 0.01
C -5.54264 3.30259 -4.50383 0.00 -0.01 -0.01
C -6.39839 3.03273 -3.48746 0.00 0.01 0.01
C -5.61466 2.68207 2.44628 -0.01 0.01 0.01
Cl -6.50417 4.09025 1.94532 0.01 0.00 0.00
C -5.40809 2.51817 3.80660 -0.01 0.00 -0.01
H -3.60394 -0.34549 3.71550 0.00 0.00 0.00
H -3.99984 -0.03950 1.28521 -0.01 0.00 -0.01
H -4.80299 1.03116 -0.41890 0.01 -0.01 -0.01
H -4.65964 4.05450 -0.01947 0.01 0.01 -0.01
H -4.30894 3.19850 -1.52889 0.00 -0.01 0.02
H -2.72169 4.33819 1.57966 0.00 0.00 0.00
H -0.46067 2.84404 2.11486 0.00 0.00 0.00
H -2.53640 1.04855 -1.04852 -0.02 0.03 0.00
H -7.92184 1.48598 -1.73098 0.00 0.00 0.00
H -6.65336 0.29978 -1.38436 0.00 0.00 0.00
H -5.55690 4.13884 -5.18348 0.00 0.00 0.00
H -7.22782 3.67139 -3.21805 0.00 0.00 0.00
H -5.80650 3.23564 4.50925 0.00 0.00 0.00
```
Positions in Å, forces in eV/Å.

***

No. 3
This record from the OMol25 dataset describes a structure of composition C49H59N3O3PSi2Zr. The level of theory is ωB97M-V with the def2-TZVPD basis set.

energy relative to the best compared isomer or geometry (same formula, charge and spin) = 0.006 eV
HOMO = -10.7317 eV
E_LUMO = -3.83 eV
frontier orbital gap = 6.90 eV
net charge = +1

Geometry as XYZ:
```
118
Properties=species:S:1:pos:R:3:forces:R:3
Zr 0.11158 0.07241 -0.24177 -0.14 0.06 0.04
O 0.03746 1.21737 5.14324 0.00 0.00 0.00
C 1.34345 0.87801 5.00794 -0.01 0.01 0.00
C 2.15295 0.66448 6.12025 0.00 0.00 0.00
C 3.47372 0.28743 5.96632 0.00 0.00 0.00
C 4.00880 0.09883 4.69733 0.00 0.00 0.00
C 3.20152 0.29338 3.59451 -0.01 0.00 -0.01
C 1.87336 0.69993 3.72702 0.01 0.00 0.00
C 1.08746 0.88902 2.49537 0.02 -0.01 -0.01
O 1.34560 0.10687 1.49408 -0.03 -0.04 -0.05
N 0.21176 1.86786 2.42374 -0.01 0.00 0.00
N -0.31497 1.87646 1.16232 0.03 -0.04 0.00
C -0.99026 2.88703 0.77341 -0.03 0.01 0.01
C -1.33296 2.91404 -0.64954 0.01 0.00 0.00
C -2.01047 3.95976 -1.24080 0.01 0.01 0.00
C -2.16725 3.95906 -2.62392 0.00 0.00 0.00
C -1.62355 2.92790 -3.36259 0.00 0.00 0.00
C -0.96908 1.90448 -2.69378 -0.01 0.01 0.01
N -0.84170 1.87956 -1.36928 -0.03 0.01 -0.01
H -0.17567 1.27367 6.08130 0.00 0.00 0.00
H 1.73393 0.79492 7.11200 0.00 0.00 0.00
H 4.08803 0.13557 6.84420 0.00 0.00 0.00
H 5.04125 -0.19732 4.57469 0.00 0.00 0.00
H 3.58929 0.13344 2.59671 0.00 0.00 0.00
H -1.20642 3.72023 1.43504 0.01 0.00 0.01
H -2.38942 4.76828 -0.63111 0.00 0.00 0.00
H -2.69434 4.76809 -3.11151 0.00 0.00 0.00
H -1.70242 2.89459 -4.43972 0.00 0.00 0.00
H -0.51445 1.08841 -3.23615 -0.01 -0.02 -0.01
C 4.71975 1.42822 -1.98155 -0.01 0.00 -0.02
Si 3.00425 1.84144 -1.35975 -0.01 0.00 0.00
C 3.14292 2.66955 0.31549 -0.01 0.00 0.00
C 2.19263 3.03132 -2.56674 0.01 0.02 0.01
C 1.99662 0.25438 -1.29907 0.08 -0.04 -0.01
H 5.34200 2.32204 -2.06407 0.00 0.00 0.00
H 4.66913 0.96068 -2.96776 0.00 0.00 0.00
H 5.22370 0.73085 -1.30857 0.00 0.00 0.00
H 3.76439 3.56494 0.23675 0.00 0.00 0.00
H 3.60927 2.01263 1.05294 0.00 0.00 -0.01
H 2.17529 2.97973 0.71712 -0.01 0.00 0.00
H 2.88513 3.83542 -2.82589 0.00 0.00 0.00
H 1.29687 3.49978 -2.15081 0.00 0.00 0.00
H 1.91676 2.52360 -3.49559 0.00 0.00 0.00
H 2.62818 -0.50331 -0.80423 0.01 0.01 0.01
H 1.86237 -0.06917 -2.33823 0.00 0.02 0.00
C -2.01604 -4.47007 2.21652 0.00 0.00 -0.01
C -1.62608 -3.46924 1.12638 0.00 0.00 -0.01
C -0.29831 -3.93052 0.50990 0.00 0.00 0.01
C -2.69261 -3.45376 0.02894 -0.01 0.00 0.00
P -1.31419 -1.73077 1.77504 0.00 0.00 0.04
C -0.38601 -2.09242 3.30974 0.00 -0.01 -0.01
C -0.97634 -2.26089 4.56398 -0.01 0.00 0.01
C -0.22105 -2.63436 5.66386 -0.01 0.01 0.00
C 1.13977 -2.87278 5.52966 0.00 0.00 0.00
C 1.73776 -2.73283 4.28849 0.00 -0.01 0.00
C 0.98330 -2.33503 3.19434 0.01 0.00 -0.01
C -2.94349 -0.90496 2.24732 -0.01 0.00 0.01
C -3.47013 -0.26511 0.95472 0.01 0.00 -0.01
C -2.67435 0.23110 3.24320 0.00 0.00 0.00
C -4.04774 -1.80279 2.81620 -0.01 0.00 0.00
H -2.17821 -5.44340 1.74567 0.00 0.00 0.00
H -2.93599 -4.19671 2.73035 0.00 0.00 0.00
H -1.22725 -4.58640 2.95959 0.00 0.00 0.00
H -0.44334 -4.91676 0.06305 0.00 0.00 0.00
H 0.48675 -4.01812 1.26052 0.01 0.01 0.01
H 0.03340 -3.25868 -0.28555 0.00 0.00 0.00
H -2.66940 -4.40910 -0.50163 0.00 0.00 0.00
H -2.50579 -2.67355 -0.70614 0.00 -0.01 0.01
H -3.69781 -3.32611 0.42807 0.01 0.00 -0.01
H -2.03676 -2.11659 4.69766 -0.01 0.01 0.00
H -0.70237 -2.75456 6.62600 0.00 0.00 0.00
H 1.72871 -3.16840 6.38811 0.00 0.00 0.00
H 2.79843 -2.91122 4.17129 0.00 0.00 0.00
H 1.47872 -2.18942 2.24443 0.00 0.00 0.01
H -2.76674 0.48241 0.56835 -0.01 0.01 -0.01
H -4.40696 0.25774 1.16515 0.00 0.00 0.00
H -3.66184 -0.99671 0.17190 0.00 0.00 0.00
H -1.85343 0.87851 2.94279 0.02 0.01 -0.01
H -2.43790 -0.12804 4.24096 0.00 -0.01 0.01
H -3.57959 0.84084 3.31435 0.00 0.00 0.00
H -4.38881 -2.55280 2.10647 0.00 0.01 0.01
H -4.90612 -1.17051 3.05918 0.00 0.00 0.00
H -3.75446 -2.31397 3.73045 0.00 0.00 0.00
O -0.79163 -1.08527 -1.58098 0.06 0.04 0.00
Si -1.19331 -1.61642 -3.10220 0.05 -0.02 -0.03
C -2.71914 -0.67938 -3.65652 0.00 0.00 0.01
C -3.49317 0.03674 -2.74289 -0.01 -0.01 -0.02
C -4.64586 0.70474 -3.13424 -0.02 -0.01 0.00
C -5.04571 0.67000 -4.46198 0.00 0.00 0.00
C -4.29800 -0.04611 -5.38848 0.00 -0.01 0.00
C -3.15266 -0.71780 -4.98619 0.00 0.00 -0.01
C 0.24989 -1.21932 -4.24377 -0.01 0.00 0.01
C 0.16103 -0.26461 -5.26144 -0.01 0.02 0.00
C 1.25485 0.05965 -6.05425 0.01 0.00 -0.01
C 2.47127 -0.57252 -5.84910 0.00 0.00 0.00
C 2.58605 -1.52953 -4.84994 0.00 0.00 -0.01
C 1.48958 -1.84429 -4.06239 0.00 0.01 0.01
C -1.59707 -3.44234 -3.13304 0.02 -0.01 0.04
C -2.90587 -3.85703 -3.39593 -0.01 0.00 -0.01
C -3.25174 -5.20160 -3.39677 -0.01 0.00 0.00
C -2.29077 -6.16491 -3.13112 0.00 0.00 0.00
C -0.98308 -5.77758 -2.87044 -0.01 0.00 0.00
C -0.64460 -4.43320 -2.87474 -0.01 0.01 -0.02
H -3.18788 0.07398 -1.70515 0.01 0.02 0.02
H -5.23343 1.24771 -2.40385 0.00 0.00 0.00
H -5.94285 1.18860 -4.77447 0.00 0.00 0.00
H -4.61344 -0.08805 -6.42302 0.00 0.00 0.00
H -2.59311 -1.28711 -5.72142 -0.01 0.00 0.01
H -0.78202 0.23778 -5.44977 0.02 0.00 0.01
H 1.15366 0.80106 -6.83673 0.00 0.00 0.00
H 3.32484 -0.32502 -6.46660 0.00 0.00 0.00
H 3.53185 -2.02871 -4.68246 0.00 0.00 0.00
H 1.62016 -2.57740 -3.27573 -0.01 -0.02 0.01
H -3.67550 -3.12116 -3.59657 0.00 0.00 -0.01
H -4.27252 -5.49533 -3.60502 0.00 0.00 0.00
H -2.55646 -7.21411 -3.13186 0.00 0.00 0.00
H -0.22618 -6.52472 -2.66771 0.00 0.00 0.00
H 0.38225 -4.16563 -2.66067 0.02 0.01 0.00
```
Positions in Å, forces in eV/Å.